Record 1
Computed, not measured: a cluster of 18 separate species, C29H48Cl34N in total at a distorted geometry, with the ωB97M-V functional and the def2-TZVPD basis.

## Properties
frontier orbital gap	3.43	eV
calculated total energy	-458100.8307	eV
HOMO	-2.067	eV
charge	-1

Each line ends with the Löwdin charge.
CARTESIAN COORDINATES (ANGSTROEM)
C (1.731, -1.556, 1.212)  0.077
C (0.705, -1.829, 0.664)  -0.157
C (-0.481, -2.028, -0.173)  -0.204
C (-1.623, -1.075, 0.293)  -0.211
C (-1.156, 0.342, 0.648)  -0.241
C (-2.256, 1.424, 0.560)  -0.473
C (-1.831, 2.529, 1.523)  -0.195
C (-3.562, 0.818, 1.011)  -0.254
C (-4.713, 0.806, 0.226)  -0.108
C (-5.918, 0.229, 0.618)  -0.308
N (-6.061, -0.379, 1.799)  0.021
C (-4.971, -0.360, 2.574)  -0.188
C (-3.743, 0.202, 2.273)  -0.043
H (2.537, -1.114, 1.744)  -0.049
H (-0.253, -1.782, -1.209)  0.112
H (-0.787, -3.069, -0.060)  0.102
H (-2.423, -1.081, -0.450)  0.111
H (-2.053, -1.554, 1.176)  0.099
H (-0.732, 0.300, 1.668)  0.094
H (-0.337, 0.580, -0.044)  0.104
H (-0.888, 2.968, 1.184)  0.059
H (-1.735, 2.169, 2.566)  0.052
H (-2.558, 3.348, 1.491)  0.041
H (-4.666, 1.283, -0.746)  0.061
H (-6.762, 0.242, -0.058)  0.074
H (-5.068, -0.853, 3.543)  0.087
H (-2.915, 0.158, 2.969)  0.103
C (-8.021, 3.930, 0.371)  -1.079
Cl (-7.656, 4.127, -1.358)  0.489
Cl (-7.051, 2.645, 1.097)  0.662
H (-7.810, 4.863, 0.879)  0.012
H (-9.067, 3.679, 0.477)  -0.070
C (5.162, 0.009, 3.848)  -1.027
Cl (5.402, 0.375, 2.133)  0.533
Cl (3.774, -1.049, 4.098)  0.551
H (6.047, -0.486, 4.226)  -0.044
H (4.996, 0.939, 4.380)  0.030
C (9.238, 0.767, 2.297)  -1.024
Cl (8.594, 0.283, 3.869)  0.539
Cl (10.967, 1.134, 2.381)  0.508
H (9.089, -0.046, 1.596)  0.033
H (8.712, 1.652, 1.962)  -0.002
C (5.534, -3.100, 1.229)  -1.003
Cl (6.258, -3.938, -0.153)  0.533
Cl (6.569, -3.204, 2.666)  0.494
H (5.401, -2.057, 0.972)  -0.029
H (4.576, -3.555, 1.456)  0.029
C (-11.232, 5.632, 1.812)  -0.989
Cl (-10.833, 5.817, 0.094)  0.558
Cl (-10.279, 4.348, 2.556)  0.561
H (-11.020, 6.565, 2.321)  0.032
H (-12.281, 5.386, 1.902)  -0.039
C (5.072, -7.052, 1.643)  -1.046
Cl (5.838, -8.548, 1.077)  0.516
Cl (3.316, -7.208, 1.741)  0.500
H (5.468, -6.823, 2.628)  -0.092
H (5.313, -6.256, 0.949)  -0.024
C (-14.448, 3.337, 3.836)  -1.007
Cl (-14.170, 5.084, 3.822)  0.528
Cl (-13.175, 2.422, 3.019)  0.519
H (-14.495, 3.011, 4.868)  0.024
H (-15.390, 3.138, 3.337)  0.023
C (7.918, -10.907, -0.497)  -1.057
Cl (8.442, -10.771, -2.181)  0.496
Cl (8.834, -12.142, 0.378)  0.498
H (8.069, -9.951, -0.009)  -0.014
H (6.868, -11.176, -0.481)  0.019
C (11.180, 3.436, -0.632)  -1.022
Cl (11.916, 1.947, -1.246)  0.517
Cl (9.427, 3.278, -0.478)  0.529
H (11.599, 3.654, 0.343)  -0.026
H (11.399, 4.241, -1.324)  0.029
C (1.636, -8.748, -2.062)  -1.057
Cl (0.351, -7.743, -1.374)  0.509
Cl (3.118, -8.679, -1.104)  0.482
H (1.294, -9.777, -2.092)  0.026
H (1.865, -8.400, -3.067)  -0.106
C (8.975, -6.048, 3.779)  -0.997
Cl (9.748, -7.525, 3.194)  0.512
Cl (7.217, -6.214, 3.863)  0.555
H (9.350, -5.828, 4.772)  0.026
H (9.209, -5.237, 3.098)  0.021
C (-2.726, 4.434, -2.554)  -0.981
Cl (-2.122, 5.988, -1.907)  0.437
Cl (-2.872, 3.169, -1.258)  0.608
H (-3.696, 4.616, -3.012)  0.003
H (-2.022, 4.082, -3.300)  0.007
C (-10.236, 6.866, -3.485)  -1.032
Cl (-11.759, 7.204, -4.327)  0.496
Cl (-9.004, 8.071, -3.863)  0.512
H (-10.421, 6.878, -2.418)  -0.033
H (-9.878, 5.891, -3.791)  0.026
C (-15.006, 6.606, -6.684)  -1.036
Cl (-14.758, 6.867, -8.414)  0.497
Cl (-16.052, 5.214, -6.377)  0.497
H (-14.044, 6.428, -6.217)  -0.010
H (-15.469, 7.489, -6.261)  0.024
C (0.337, 8.543, -3.631)  -1.039
Cl (0.558, 8.702, -5.381)  0.482
Cl (1.531, 7.464, -2.911)  0.497
H (0.437, 9.523, -3.180)  0.021
H (-0.651, 8.137, -3.439)  -0.011
C (4.010, -9.700, -5.699)  -0.995
Cl (2.674, -8.721, -5.073)  0.586
Cl (5.448, -9.517, -4.694)  0.511
H (3.707, -10.740, -5.698)  0.026
H (4.242, -9.377, -6.707)  0.025
C (14.605, 2.268, 1.292)  -1.037
Cl (16.272, 2.165, 0.713)  0.510
Cl (14.130, 3.941, 1.623)  0.514
H (13.947, 1.867, 0.531)  -0.038
H (14.520, 1.696, 2.209)  0.024



Record 2
Computed, not measured: a cluster of 2 separate species, C15H18O in total at a distorted geometry, with the ωB97M-V functional and the def2-TZVPD basis.

## Properties
<S²>	0.7663
frontier orbital gap (spin up / spin down)	7.20 / 3.55	eV
calculated total energy	-17884.1213	eV
HOMO (spin up / spin down)	-11.190 / -11.189	eV
2S+1	2
charge	+1

Each line ends with the natural charge from an NBO analysis.
CARTESIAN COORDINATES (ANGSTROEM)
C (-2.725, -2.332, -4.075)  -0.630
C (-3.362, -0.842, -2.265)  -0.197
C (-2.342, -1.185, -3.182)  -0.020
C (-3.014, 0.115, -1.302)  -0.204
C (-1.799, 0.772, -1.382)  -0.253
C (-1.135, -0.472, -3.381)  -0.212
C (-0.872, 0.632, -2.479)  -0.209
H (-4.471, -1.310, -2.269)  0.236
H (-3.580, 0.047, -0.337)  0.218
H (-2.224, -2.104, -5.117)  0.213
H (-3.777, -2.305, -4.125)  0.220
H (-1.549, 1.491, -0.614)  0.191
H (-0.402, -0.876, -4.012)  0.218
H (-0.128, 1.400, -2.480)  0.200
H (-2.349, -3.384, -3.910)  0.233
C (0.944, -0.175, 3.763)  -0.491
C (-0.330, 0.653, 4.063)  -0.636
C (1.694, 0.196, 2.548)  0.214
C (1.107, 0.827, 1.494)  -0.233
C (3.112, -0.230, 2.411)  -0.111
C (1.940, 1.158, 0.394)  -0.122
C (3.957, 0.194, 1.384)  -0.259
C (3.330, 0.924, 0.327)  0.427
O (4.119, 1.535, -0.658)  -0.564
H (1.652, -0.001, 4.656)  0.259
H (0.755, -1.244, 3.638)  0.276
H (-1.272, 0.040, 3.928)  0.239
H (0.092, 1.042, 1.574)  0.252
H (3.352, -0.900, 3.201)  0.239
H (1.541, 1.667, -0.512)  0.242
H (5.043, -0.085, 1.522)  0.286
H (3.668, 2.164, -1.210)  0.513
H (-0.527, 1.475, 3.328)  0.211
H (-0.447, 1.114, 5.079)  0.255



Record 3
Computed, not measured: a cluster of 2 separate species, C6H12O in total, with the ωB97M-V functional and the def2-TZVPD basis.

## Properties
frontier orbital gap	9.64	eV
calculated total energy	-8462.7327	eV
HOMO	-8.749	eV
charge	0

Each line ends with the natural charge from an NBO analysis.
CARTESIAN COORDINATES (ANGSTROEM)
C (2.923, -0.587, 0.167)  -0.660
C (1.680, 0.027, 0.747)  0.330
O (1.425, -0.437, 2.011)  -0.687
C (0.911, 0.922, 0.131)  -0.544
C (-2.076, 1.141, -1.337)  -0.407
C (-2.293, 0.371, -0.275)  -0.168
C (-1.921, -1.080, -0.175)  -0.650
H (3.122, -0.234, -0.851)  0.222
H (2.838, -1.678, 0.150)  0.222
H (3.789, -0.340, 0.792)  0.226
H (1.089, 1.184, -0.904)  0.211
H (0.598, -0.042, 2.324)  0.478
H (0.050, 1.377, 0.610)  0.201
H (-1.606, 0.746, -2.236)  0.190
H (-2.327, 2.199, -1.342)  0.199
H (-2.746, 0.815, 0.614)  0.190
H (-1.516, -1.452, -1.121)  0.214
H (-2.787, -1.695, 0.099)  0.217
H (-1.154, -1.238, 0.595)  0.218



Record 4
Computed, not measured: a cluster of 2 separate species, C5H11N in total at a distorted geometry, with the ωB97M-V functional and the def2-TZVPD basis.

## Properties
frontier orbital gap	9.69	eV
calculated total energy	-6850.4341	eV
HOMO	-9.028	eV
charge	0

Each line ends with the natural charge from an NBO analysis.
CARTESIAN COORDINATES (ANGSTROEM)
C (-1.010, -1.647, 0.917)  -0.652
C (-2.190, -0.765, 0.512)  -0.187
C (-2.071, 0.514, 0.189)  -0.390
H (-0.313, -1.846, 0.096)  0.214
H (-1.390, -2.644, 1.192)  0.208
H (-0.551, -1.261, 1.824)  0.221
H (-3.156, -1.183, 0.805)  0.186
H (-2.821, 1.317, 0.220)  0.197
H (-1.143, 0.864, -0.258)  0.202
C (1.620, 1.183, -1.617)  -0.439
C (2.001, 0.424, 0.516)  -0.026
N (1.178, 1.058, -0.230)  -0.427
H (1.957, 0.222, -2.033)  0.174
H (0.806, 1.605, -2.191)  0.202
H (2.454, 1.881, -1.641)  0.206
H (2.209, 0.825, 1.508)  0.173
H (2.421, -0.547, 0.191)  0.138



Record 5
Computed, not measured: a structure of composition C22H41Cl3N3O5SiYb at a distorted geometry, with the ωB97M-V functional and the def2-TZVPD basis.

## Properties
<S²>	0.7508
frontier orbital gap (spin up / spin down)	7.86 / 6.52	eV
calculated total energy	-115165.6376	eV
HOMO (spin up / spin down)	-7.857 / -7.857	eV
2S+1	2
charge	0

Each line ends with the Löwdin charge.
CARTESIAN COORDINATES (ANGSTROEM)
C (2.390, -2.614, -1.656)  -0.043
C (1.965, -1.791, -2.830)  -0.231
H (1.824, -3.557, -1.640)  0.087
H (2.265, -2.072, -0.706)  0.025
H (3.457, -2.896, -1.745)  0.103
C (2.001, -2.311, -4.073)  -0.118
C (2.311, -3.724, -4.384)  -0.092
H (1.877, -1.697, -4.958)  0.101
H (1.798, -4.445, -3.742)  0.078
H (3.384, -3.934, -4.312)  0.089
H (2.039, -3.940, -5.420)  0.074
Yb (2.162, 1.585, -0.190)  1.145
Cl (2.754, 3.946, -0.761)  -0.192
Cl (2.936, -0.279, 1.243)  -0.095
C (0.401, 3.214, 2.090)  -0.319
O (0.597, 2.300, 1.252)  -0.215
N (-0.425, 4.297, 1.884)  -0.194
C (-1.845, 4.100, 1.638)  -0.037
C (0.068, 5.619, 2.182)  -0.057
H (1.109, 3.343, 2.916)  0.147
H (-2.180, 3.265, 2.268)  0.084
H (-2.011, 3.868, 0.579)  0.063
H (-2.380, 5.019, 1.902)  0.087
H (0.508, 5.674, 3.192)  0.094
H (-0.760, 6.333, 2.116)  0.084
H (0.836, 5.910, 1.449)  0.080
H (0.025, -4.873, 2.931)  0.077
H (-1.151, -3.671, 0.744)  0.077
C (-1.002, -5.156, 3.200)  -0.091
C (-1.999, -4.255, 1.147)  -0.067
N (-1.982, -4.274, 2.599)  -0.220
H (-1.120, -5.108, 4.286)  0.083
C (-2.482, -3.216, 3.303)  -0.470
O (-3.309, -2.406, 2.892)  -0.043
H (-2.945, -3.822, 0.805)  0.089
H (-2.028, -3.105, 4.310)  0.081
H (-1.185, -6.180, 2.860)  0.082
H (-1.900, -5.291, 0.797)  0.084
O (1.158, 0.087, -1.413)  -0.425
C (1.884, -0.279, -2.620)  -0.279
C (0.394, 0.148, -4.664)  -0.073
C (1.367, 0.587, -3.759)  -0.187
H (0.004, -0.867, -4.572)  0.106
C (-0.091, 1.023, -5.644)  -0.061
H (2.950, 0.019, -2.446)  0.152
C (1.938, 1.859, -3.895)  -0.051
H (-0.921, 0.699, -6.273)  0.111
C (0.506, 2.273, -5.797)  -0.076
C (1.536, 2.685, -4.940)  -0.061
H (2.671, 2.195, -3.150)  0.069
H (0.198, 2.924, -6.612)  0.104
H (2.029, 3.654, -5.063)  0.113
Si (-0.674, 0.106, -0.980)  0.548
Cl (-0.112, -1.687, 3.203)  0.098
C (-1.705, -0.735, -2.287)  -0.162
C (-0.912, 1.927, -1.381)  -0.156
C (-1.066, -0.647, 0.637)  -0.235
H (-1.665, -0.198, -3.249)  0.016
H (-2.770, -0.760, -1.991)  0.056
H (-1.394, -1.772, -2.457)  0.040
H (-1.561, -1.632, 0.529)  0.021
H (-1.687, -0.017, 1.306)  0.062
H (-0.082, -0.814, 1.112)  -0.078
H (-1.068, 1.984, -2.477)  0.046
H (-0.045, 2.574, -1.163)  -0.010
H (-1.794, 2.363, -0.886)  0.036
N (-0.780, -0.122, 5.684)  0.114
C (-0.628, 1.343, 5.683)  -0.090
C (-0.011, 1.666, 4.333)  -0.656
O (-0.749, 2.411, 3.591)  -0.041
O (1.098, 1.177, 4.118)  0.002
H (-1.780, -0.344, 5.688)  0.155
H (-0.384, -0.469, 6.561)  0.154
H (-0.349, -0.654, 4.823)  -0.045
H (-1.602, 1.811, 5.825)  0.125
H (0.093, 1.627, 6.454)  0.131



Record 6
Computed, not measured: a cluster of 3 separate species, C5H15NO4 in total at a distorted geometry, with the ωB97M-V functional and the def2-TZVPD basis.

## Properties
frontier orbital gap	10.73	eV
calculated total energy	-15108.3258	eV
HOMO	-10.174	eV
charge	0

Each line ends with the natural charge from an NBO analysis.
CARTESIAN COORDINATES (ANGSTROEM)
C (-0.133, 1.479, 0.005)  -0.510
C (-0.315, 1.165, 1.500)  -0.420
C (0.549, -0.021, 1.934)  -0.072
O (1.904, 0.174, 1.621)  -0.723
C (-0.666, 0.385, -0.895)  0.699
N (-1.990, 0.150, -1.093)  -0.609
C (-3.016, 0.986, -0.488)  -0.427
O (0.155, -0.208, -1.592)  -0.679
H (0.923, 1.489, -0.236)  0.242
H (-0.554, 2.464, -0.196)  0.231
H (-1.370, 1.082, 1.750)  0.203
H (0.045, 2.019, 2.073)  0.215
H (0.188, -0.966, 1.488)  0.159
H (0.402, -0.302, 2.978)  0.188
H (2.069, 0.022, 0.688)  0.485
H (-2.176, -0.217, -2.006)  0.406
H (-4.006, 0.740, -0.864)  0.218
H (-3.072, 0.737, 0.566)  0.208
H (-2.915, 2.043, -0.735)  0.196
H (1.836, -1.074, -1.450)  0.494
H (3.130, -1.120, -2.293)  0.475
O (2.803, -1.137, -1.392)  -0.980
H (2.467, -3.079, 0.226)  0.482
H (1.694, -3.166, -1.168)  0.476
O (2.048, -3.644, -0.423)  -0.959